Entry 1:
Computed, not measured: an isolated molecule of C7H12N2O in a non-equilibrium geometry, with ωB97M-V/def2-TZVPD.

HOMO level   -8.4 eV
Lowest unoccupied orbital energy   0.7 eV
Charge   0
SMILES string   CC(C)=NN1C(=O)C1(C)C
Energy relative to the best compared isomer or geometry (same formula, charge and spin)   448.0 kJ/mol
Molar mass   140.186 g/mol

```
22
Properties=species:S:1:pos:R:3:forces:R:3
C 0.694 1.849 1.169 -2.012 3.221 0.453
C -1.747 -0.304 -0.806 1.131 -0.606 0.376
C 1.315 0.619 0.771 2.640 1.088 -2.195
C -2.086 -1.298 0.223 -1.890 1.227 0.821
C -2.317 -0.576 -2.228 3.079 1.656 1.134
C 2.393 0.812 -0.388 0.779 1.239 0.266
C 1.747 -0.284 1.815 2.145 -4.054 0.697
N -0.950 0.657 -0.616 0.892 2.555 -2.221
N -0.041 0.993 0.413 -1.470 -1.485 1.111
O 0.699 2.913 1.785 -0.005 -2.172 -1.392
H -1.340 -1.428 1.010 -0.339 0.207 -0.037
H -2.388 -2.224 -0.212 -0.150 -0.767 -0.136
H -3.058 -0.754 0.570 1.390 -1.390 0.291
H -3.223 -1.065 -2.254 -1.883 -1.259 0.249
H -1.498 -1.194 -2.639 -0.623 0.106 -0.245
H -2.393 0.342 -2.796 0.178 0.185 -0.093
H 2.278 1.824 -0.911 -0.409 -1.697 0.325
H 2.578 -0.034 -1.060 -1.063 0.130 -0.221
H 3.443 0.906 -0.040 -0.648 0.067 0.829
H 2.118 -1.260 1.278 -0.864 1.270 1.193
H 1.062 -0.564 2.648 0.216 0.435 -0.830
H 2.715 0.072 2.269 -1.095 0.044 -0.374
```
Positions in Å, forces in eV/Å.

---

Entry 2:
Computed, not measured: a cluster of 7 separate species, C28H60O15PS6 in total in a non-equilibrium geometry, with ωB97M-V/def2-TZVPD.

HOMO level   -10.3 eV
Lowest unoccupied orbital energy   -2.8 eV
Charge   +1
Molar mass   860.149 g/mol

```
110
Properties=species:S:1:pos:R:3:forces:R:3
O -2.293 -4.485 3.798 -0.503 -2.112 -1.887
C -2.772 -4.435 2.392 0.891 -0.367 -0.797
C -2.163 -3.110 1.573 -0.357 -1.597 0.044
O -2.451 -1.840 2.257 2.092 0.185 -2.577
C -1.828 -0.688 1.548 -1.443 1.130 1.517
O -0.364 -0.813 1.408 -1.230 -0.041 -2.736
C 0.078 -0.642 0.015 1.108 1.347 0.792
P 0.186 -2.307 -0.974 -0.274 0.641 1.208
H -2.132 -5.483 3.949 -0.348 2.513 -0.124
H -2.288 -5.378 1.847 -1.101 2.080 0.783
H -3.932 -4.545 2.284 2.132 0.563 0.428
H -1.009 -3.342 1.446 -2.162 0.825 0.522
H -2.660 -3.145 0.494 0.803 0.213 2.066
H -2.005 0.253 2.261 0.367 -2.332 -1.394
H -2.386 -0.415 0.540 1.335 -1.045 1.667
H 1.203 -0.253 0.070 -2.369 -0.976 -0.175
H -0.522 0.177 -0.567 0.934 -1.798 0.866
H 1.033 -3.175 -0.153 -0.814 0.679 -0.948
H -1.129 -2.913 -1.062 1.134 0.377 -0.033
H 0.731 -2.047 -2.282 -0.201 -0.140 0.655
C 1.421 1.169 -6.304 0.319 -0.150 -0.114
C 0.286 0.300 -6.843 -0.293 0.092 -0.125
C -0.149 -0.637 -5.716 -0.091 -0.589 -0.336
S 0.220 0.214 -4.189 -0.874 1.177 -1.404
O 1.253 -0.520 -3.490 0.127 -0.527 0.916
O -1.021 0.606 -3.550 0.458 -0.593 0.708
C 0.958 1.653 -4.938 0.364 0.383 -0.049
H 1.643 2.006 -6.973 -0.087 -0.264 0.198
H 2.331 0.566 -6.201 -0.050 0.095 0.049
H -0.556 0.939 -7.136 0.342 -0.453 0.295
H 0.593 -0.265 -7.729 -0.114 0.121 0.167
H -1.219 -0.853 -5.763 0.177 0.013 0.220
H 0.421 -1.570 -5.730 -0.049 0.106 0.163
H 1.773 2.023 -4.314 -0.159 -0.099 0.101
H 0.180 2.417 -5.034 -0.025 -0.185 0.085
C -3.381 -4.186 7.230 -0.216 0.242 0.085
C -2.015 -3.599 7.582 -0.113 -0.008 -0.390
C -1.535 -4.287 8.859 0.340 0.560 0.075
S -2.291 -5.905 8.869 0.204 -0.178 -0.014
O -3.214 -5.975 9.982 0.349 -0.224 -0.213
O -1.271 -6.910 8.643 -0.408 0.104 0.358
C -3.230 -5.694 7.370 -0.438 0.055 -0.446
H -3.697 -3.905 6.221 0.072 -0.056 0.130
H -4.135 -3.818 7.936 0.007 -0.126 -0.088
H -1.311 -3.802 6.766 -0.334 0.061 0.311
H -2.063 -2.513 7.712 0.095 -0.245 -0.022
H -0.448 -4.394 8.873 -0.202 -0.084 0.127
H -1.869 -3.751 9.752 -0.008 -0.214 -0.074
H -4.186 -6.216 7.450 0.193 -0.091 0.118
H -2.642 -6.108 6.545 -0.015 0.003 0.178
C -2.019 5.009 -10.009 -0.214 0.280 0.018
C -0.653 5.596 -9.657 0.315 0.107 -0.126
C -0.173 4.908 -8.380 0.314 0.588 0.284
S -0.929 3.290 -8.370 -0.196 0.529 -0.797
O -1.852 3.220 -7.257 0.429 -0.460 0.123
O 0.091 2.285 -8.596 -0.270 0.398 -0.056
C -1.868 3.501 -9.869 -0.306 -0.005 -0.408
H -2.335 5.290 -11.018 0.115 -0.106 0.224
H -2.773 5.377 -9.303 0.041 -0.100 -0.067
H 0.052 5.393 -10.473 -0.332 0.062 0.565
H -0.701 6.682 -9.527 0.023 -0.165 0.018
H 0.915 4.801 -8.366 -0.190 -0.127 0.135
H -0.507 5.444 -7.487 0.008 -0.246 -0.024
H -2.823 2.979 -9.789 0.184 -0.074 0.124
H -1.280 3.087 -10.694 -0.029 0.039 0.149
C 1.734 7.477 -13.935 0.136 0.200 0.145
C 2.660 6.280 -14.146 0.313 0.118 -0.209
C 1.960 5.051 -13.567 0.639 -0.269 0.125
S 0.207 5.371 -13.689 -0.113 -0.211 -1.072
O -0.336 5.476 -12.351 -0.137 -0.225 -0.810
O -0.369 4.499 -14.693 -0.014 0.230 0.816
C 0.352 7.012 -14.369 -0.012 0.545 -0.119
H 2.063 8.350 -14.506 -0.077 -0.124 0.112
H 1.722 7.752 -12.873 -0.032 0.017 -0.135
H 2.830 6.135 -15.220 -0.032 0.019 0.169
H 3.636 6.436 -13.678 -0.157 -0.062 -0.096
H 2.204 4.147 -14.130 -0.235 0.067 0.193
H 2.206 4.911 -12.511 -0.148 -0.012 -0.125
H -0.452 7.646 -13.992 -0.022 -0.223 -0.039
H 0.289 6.930 -15.458 -0.059 -0.087 0.173
C 2.431 0.319 6.930 0.124 0.231 0.162
C 3.356 -0.879 6.719 0.277 0.083 -0.178
C 2.657 -2.107 7.298 0.738 -0.356 0.052
S 0.903 -1.787 7.176 -0.647 0.214 0.309
O 0.360 -1.682 8.514 -3.129 0.216 -5.045
O 0.328 -2.659 6.172 0.365 0.061 0.008
C 1.049 -0.146 6.496 0.087 0.564 -0.195
H 2.759 1.192 6.359 -0.056 -0.097 0.102
H 2.419 0.593 7.992 -0.046 -0.021 -0.139
H 3.526 -1.023 5.645 -0.015 0.037 0.118
H 4.333 -0.723 7.187 -0.155 -0.048 -0.079
H 2.901 -3.012 6.735 -0.241 0.072 0.142
H 2.903 -2.247 8.354 -0.209 0.031 -0.259
H 0.244 0.487 6.873 -0.017 -0.241 -0.007
H 0.985 -0.229 5.407 -0.044 -0.065 0.129
C 2.013 -2.634 13.580 0.063 0.009 0.310
C 0.644 -3.154 13.145 -0.063 -0.342 0.153
C 0.082 -2.168 12.122 -0.638 -0.230 0.166
S 1.494 -1.413 11.329 0.471 -0.270 -0.117
O 1.516 -0.007 11.669 -0.010 -0.246 -0.441
O 1.577 -1.881 9.959 3.100 0.206 4.695
C 2.734 -2.249 12.297 0.388 -0.176 0.534
H 2.572 -3.386 14.145 -0.081 0.129 -0.060
H 1.888 -1.753 14.220 0.076 -0.102 -0.085
H 0.759 -4.141 12.681 -0.022 0.137 0.067
H -0.034 -3.270 13.996 0.088 0.005 -0.176
H -0.530 -2.673 11.371 0.135 0.266 0.004
H -0.498 -1.377 12.606 0.162 -0.020 -0.172
H 3.586 -1.587 12.465 -0.129 0.018 -0.171
H 3.051 -3.137 11.741 -0.079 0.154 -0.004
```
Positions in Å, forces in eV/Å.

---

Entry 3:
Computed, not measured: a cluster of 2 separate species, C2H4ClOP in total in a non-equilibrium geometry, with ωB97M-V/def2-TZVPD.

HOMO level   -8.8 eV
Lowest unoccupied orbital energy   0.4 eV
Charge   0
Energy relative to the best compared isomer or geometry (same formula, charge and spin)   228.7 kJ/mol
Molar mass   110.480 g/mol

```
9
Properties=species:S:1:pos:R:3:forces:R:3
C -0.211 -0.821 0.076 2.775 2.252 0.365
C -0.676 -0.556 -1.266 1.025 -1.095 -1.447
O 1.069 -1.379 -0.303 0.737 -1.124 -0.277
P 0.715 -1.276 -1.930 -1.134 0.933 0.849
Cl -0.098 2.438 1.635 1.411 0.618 0.431
H 0.049 0.110 0.609 -0.398 -0.243 -0.019
H -0.595 -1.481 0.770 -1.640 -1.473 1.126
H -1.397 0.145 -1.537 -1.361 0.578 -0.666
H 1.143 2.820 1.946 -1.415 -0.446 -0.361
```
Positions in Å, forces in eV/Å.